Molecular formula: C4H13N2O
Method: DFT, wB97M-V/def2-TZVPD

Output
total charge = +1
LUMO = -0.1173 Ha
DFT total energy = -9379.531 eV

Last column: Mulliken charge in e.
Element x y z (Å)
C (-0.867, 0.016, 2.799)  -0.9558
C (0.405, 0.062, 1.931)  -0.7588
C (0.240, -0.059, 0.429)  0.2805
C (-0.097, 1.013, -0.284)  -0.6000
N (-0.651, 1.037, -1.664)  -0.1152
N (0.290, -1.334, -0.195)  -0.4592
H (-1.535, -0.775, 2.472)  0.3339
H (-0.512, -0.058, 3.825)  0.3268
H (-1.385, 0.977, 2.793)  0.2909
H (0.939, 0.982, 2.175)  0.3761
H (1.032, -0.772, 2.255)  0.3299
H (0.117, 2.002, 0.097)  0.3525
H (-0.779, 2.028, -1.865)  0.4078
H (-1.570, 0.610, -1.687)  0.3762
H (-0.020, 0.683, -2.402)  0.3109
H (-0.340, -1.903, 0.354)  0.2801
H (1.162, -1.801, -0.287)  0.2622
H (0.898, -1.085, -4.296)  0.3262
H (1.670, -1.054, -2.978)  0.3054
O (1.004, -0.569, -3.474)  -0.6704

***

Molecular formula: C4H13N2O
Method: DFT, wB97M-V/def2-TZVPD

Output
total charge = +1
LUMO = -0.1323 Ha
DFT total energy = -9380.494 eV

Last column: Mulliken charge in e.
Element x y z (Å)
C (-1.594, -0.155, -0.597)  -0.6516
O (-1.225, 0.761, -1.651)  -0.6002
C (-0.629, -1.316, -0.444)  0.1109
C (-0.944, -2.190, 0.759)  -1.2941
H (-1.680, 0.452, 0.308)  0.3169
H (-2.601, -0.535, -0.790)  0.4173
H (-1.112, 0.197, -2.426)  0.3244
H (-0.658, -1.894, -1.372)  0.3750
H (0.386, -0.895, -0.403)  0.0049
H (-1.975, -2.538, 0.690)  0.3213
H (-0.277, -3.044, 0.836)  0.3586
H (-0.865, -1.612, 1.683)  0.3330
N (0.664, 2.047, -0.032)  -0.2688
C (1.806, 1.425, 0.049)  0.1746
N (2.611, 1.432, 1.095)  -0.3665
H (0.311, 2.581, 0.753)  0.2154
H (0.018, 1.803, -0.782)  0.2877
H (2.097, 0.835, -0.814)  0.4477
H (3.269, 0.681, 1.214)  0.2604
H (2.399, 1.966, 1.925)  0.2330

***

Molecular formula: C4H13N2O
Method: DFT, wB97M-V/def2-TZVPD

Output
total charge = +2
multiplicity = 2
LUMO (alpha / beta) = -0.4981 / -0.5283 Ha
DFT total energy = -9361.688 eV
<S²> = 0.78

Last column: Mulliken charge in e.
Element x y z (Å)
C (-1.708, -0.301, 2.764)  -1.1050
C (-0.267, -0.901, 2.675)  -0.5413
C (0.470, -0.277, 1.537)  0.9520
C (1.009, -1.129, 0.507)  -0.3350
N (1.755, -0.699, -0.525)  -0.2078
N (0.566, 1.038, 1.441)  -0.3695
H (-2.236, -0.711, 3.624)  0.3557
H (-2.277, -0.495, 1.851)  0.3836
H (-1.639, 0.783, 2.875)  0.3870
H (0.268, -0.669, 3.615)  0.3549
H (-0.297, -1.983, 2.564)  0.4179
H (0.872, -2.207, 0.578)  0.4140
H (2.066, 0.267, -0.380)  0.3798
H (1.295, -0.757, -1.452)  0.3884
H (-0.685, 0.485, -10.222)  -0.0097
H (-0.353, 0.883, -10.751)  0.0097
H (0.916, 1.503, 2.297)  0.3449
H (0.248, 1.455, -0.243)  0.3505
H (-0.138, 2.302, -1.543)  0.3855
O (0.136, 1.413, -1.211)  -0.5557

***

Molecular formula: C4H13N2O2
Method: DFT, wB97M-V/def2-TZVPD

Output
total charge = -1
LUMO = 0.1494 Ha
DFT total energy = -11432.849 eV

Last column: Mulliken charge in e.
Element x y z (Å)
C (0.558, -1.417, 0.831)  -0.5178
C (-0.379, -0.785, 1.828)  -0.6769
C (-1.523, -0.049, 1.092)  -0.4854
O (-1.132, 1.285, 0.947)  -0.9525
N (0.960, -0.435, -0.176)  -0.4717
C (0.657, -0.731, -1.558)  -0.2705
N (1.730, -1.481, -2.274)  -0.6583
H (1.560, -1.763, 1.220)  0.2431
H (0.016, -2.280, 0.370)  0.2770
H (-0.637, -1.479, 2.619)  0.4368
H (0.204, 0.014, 2.329)  0.2918
H (-1.815, -0.347, 0.082)  0.2098
H (-2.428, 0.056, 1.783)  0.2352
H (0.579, 0.504, 0.045)  0.3825
H (-0.066, -1.579, -1.630)  0.1715
H (0.599, 0.143, -2.230)  0.3536
H (2.471, -1.900, -1.712)  0.2057
H (2.204, -0.863, -2.947)  0.2316
H (-1.409, 2.356, -0.352)  0.3969
H (-0.342, 2.954, 0.328)  0.3405
O (-0.824, 3.197, -0.474)  -0.7431

***

Molecular formula: C4H13N2O2
Method: DFT, wB97M-V/def2-TZVPD

Output
total charge = +2
multiplicity = 2
LUMO (alpha / beta) = -0.5139 / -0.5153 Ha
DFT total energy = -11403.284 eV
<S²> = 0.76

Last column: Mulliken charge in e.
Element x y z (Å)
N (0.426, -0.770, 1.542)  -0.2342
C (-0.643, -0.381, 0.682)  0.3701
C (-1.231, 1.002, 1.049)  -1.0307
C (-0.033, -0.448, -0.911)  -0.7633
N (0.122, 0.741, -1.672)  0.0679
C (1.485, 0.938, -1.970)  -0.6164
O (-3.570, -0.089, 0.228)  -0.3783
H (0.116, -1.445, 2.262)  0.3352
H (-0.787, -1.082, -1.381)  0.4075
H (3.272, -1.260, 1.244)  0.3577
H (-1.414, -1.159, 0.605)  0.5300
H (-0.810, 1.677, 1.805)  0.4457
H (-1.340, 1.566, 0.121)  0.3437
H (-2.356, 0.803, 1.244)  0.3476
H (0.884, -0.977, -0.692)  0.5180
H (2.189, 0.097, -1.871)  0.3049
H (1.592, 1.185, -3.060)  0.3509
H (1.996, 1.805, -1.466)  0.4056
H (1.768, -0.744, 1.077)  0.4350
H (-4.329, -0.611, 0.559)  0.3602
O (2.663, -0.850, 0.603)  -0.5570

***

Molecular formula: C4H13N2O3S
Method: DFT, wB97M-V/def2-TZVPD

Output
total charge = -1
LUMO = 0.1289 Ha
DFT total energy = -24319.926 eV

Last column: Mulliken charge in e.
Element x y z (Å)
C (-0.624, 1.695, 2.321)  -1.4483
C (-0.742, 0.857, 1.042)  0.4479
C (-1.845, -0.177, 1.080)  -1.0683
S (-2.053, -1.032, -0.529)  -0.5140
N (0.505, 0.141, 0.744)  -0.2425
C (1.667, 0.751, 0.447)  0.4495
N (2.633, -0.148, -0.031)  -0.5069
O (1.940, 1.943, 0.557)  -0.6820
H (-1.237, 2.610, 2.292)  0.3174
H (-0.934, 1.121, 3.205)  0.2894
H (0.398, 2.028, 2.448)  0.4281
H (-0.901, 1.549, 0.216)  0.3260
H (-2.777, 0.333, 1.325)  0.3198
H (-1.619, -0.948, 1.809)  0.3467
H (0.436, -0.856, 0.799)  0.4516
H (3.416, 0.316, -0.471)  0.2402
H (2.330, -0.976, -0.547)  0.2920
H (0.707, -0.577, -2.808)  0.3417
H (-0.693, -0.057, -2.362)  0.2517
O (0.037, 0.085, -2.992)  -0.6523
H (0.518, -2.887, -1.920)  0.2527
H (0.122, -1.643, -1.141)  0.0533
O (0.859, -2.272, -1.263)  -0.6939